Below is a molecular structure, C39H60AsF6GeN4P3Zn, with properties calculated with the ωB97M-V functional and the def2-TZVPD basis.

```
! wB97M-V def2-TZVPD RIJCOSX def2/J DEFGRID3
* xyz 2 1
C -0.771 4.680 -0.817
C -3.214 1.074 -4.193
C 4.431 1.224 1.054
H -2.628 -4.531 3.075
C -0.263 3.598 -0.104
C 2.606 -0.179 -0.842
C 0.805 6.167 0.260
H 1.798 1.831 -2.692
H 2.616 -3.563 2.833
H -2.848 -2.853 3.537
C 0.732 3.856 0.842
C -3.468 -0.487 1.279
C 5.217 1.903 1.975
C 3.065 1.483 0.976
Ge 0.453 1.159 0.670
H -4.183 1.511 1.611
H -2.999 0.989 2.795
H -4.089 -1.121 3.272
N -0.088 0.368 2.234
C -1.289 -4.137 0.696
C -2.240 -3.207 1.437
C -0.891 2.265 5.366
H 2.523 -1.324 1.722
H 4.907 0.504 0.408
H 2.094 5.260 1.715
H -1.374 -0.875 3.322
C -2.537 0.012 -3.322
H 1.018 -4.420 -1.637
H -0.067 3.561 -3.087
H -3.123 -1.318 -1.674
C -3.564 -0.624 -2.390
F -2.890 -4.076 -2.480
H -3.245 -3.362 1.035
H 2.336 0.068 -1.863
H 1.234 -2.183 -3.330
C -0.400 3.519 5.035
H -5.383 -0.568 2.227
H -0.374 0.948 -4.650
H 5.287 3.345 3.567
C 1.286 5.108 1.012
H 2.584 -3.124 -3.922
C 2.600 -2.919 -1.784
H 3.691 -0.245 -0.829
H -1.362 2.107 6.327
H -1.978 2.735 -1.813
H -0.069 3.345 -4.831
C 0.234 3.694 3.817
H 2.114 -4.343 1.342
H -0.050 -1.713 2.565
H 4.369 -3.474 0.552
H -4.713 -2.171 1.987
C 2.676 -2.242 1.141
N 1.094 2.699 1.683
H 6.276 1.689 2.014
P -1.890 -1.433 1.059
C -0.237 5.948 -0.629
As -1.515 -4.137 -3.509
H -4.074 0.615 -4.682
F -0.771 -5.236 -2.424
C -1.658 1.860 -1.255
H 2.864 3.811 3.460
H -2.471 1.497 1.199
C 2.299 -2.374 -3.183
C -0.072 1.496 -3.752
H -0.496 4.348 5.720
C -4.459 -1.146 2.246
H 4.685 -1.751 0.357
F -2.094 -5.336 -4.542
H 2.871 -1.473 -3.401
H -3.589 1.912 -3.602
C -2.237 -3.523 2.938
H -4.136 0.139 -1.856
C 4.181 -2.488 0.979
N 2.157 0.859 0.077
H 2.462 -4.801 -0.679
H -1.580 4.560 -1.521
H -2.143 -0.772 -3.970
Zn -0.467 -1.324 -0.939
C 4.669 2.835 2.842
H 3.680 -2.886 -1.619
C 3.313 3.107 2.773
H -3.916 -0.497 0.284
H -0.244 -3.922 0.930
H -1.427 -4.078 -0.373
H -2.569 1.457 -4.980
H -1.560 3.122 -3.936
H 4.652 -2.460 1.962
C 2.060 -3.414 1.906
H -1.193 0.242 4.795
C -0.769 -0.907 2.419
N -0.699 2.252 -0.231
H -2.562 1.438 -0.805
F -2.165 -2.850 -4.437
C 1.445 1.415 -3.639
H 0.624 4.664 3.540
F -0.851 -2.706 -2.282
C -0.800 1.198 4.483
H 1.229 7.153 0.380
C 0.347 2.621 2.955
P -1.036 0.601 -2.437
H -4.267 -1.210 -2.982
C 2.541 2.449 1.838
P 1.893 -1.833 -0.486
H -1.478 -5.168 0.995
H 1.804 0.395 -3.759
F -0.001 -3.894 -4.263
C -0.201 1.370 3.237
H 1.892 2.010 -4.437
H -0.643 6.774 -1.196
H 2.489 -4.968 -2.427
C -3.250 0.959 1.734
C 2.107 -4.358 -1.609
C -0.485 2.963 -3.898
H 1.019 -3.250 2.175
H -1.221 -3.519 3.337
*
```

Results
Largest force on an atom, eV/Å: 0.6
Kohn-Sham gap, eV: 6.9
E, eV: -257314.05407
LUMO, eV: -6.66
Relative energy (zero: lowest compared OMol25 entry of this formula, charge and spin), kcal per mole: 1.8

Atomic partial charges in e from the Mulliken method, atoms 1 to 4:
1 C -0.693
2 C -1.703
3 C -0.860
4 H 0.523

Below is 3 unconnected molecules or ions with the total composition C39H61Br2FN3O4P, with properties calculated with the ωB97M-V functional and the def2-TZVPD basis.

```
! wB97M-V def2-TZVPD RIJCOSX def2/J DEFGRID3
* xyz 0 1
C -0.639 -2.807 0.939
H -0.301 -3.465 3.517
H 6.161 3.097 0.199
H 9.397 2.799 -4.997
C -11.676 -0.962 1.067
N 7.031 1.439 -3.774
H -4.575 3.959 1.189
C 2.670 -0.475 2.029
H 6.402 -1.480 0.087
C 0.252 0.018 2.625
H 6.362 2.479 1.852
C 8.470 1.419 -3.573
H -0.159 3.401 2.517
H -7.989 -1.536 -0.980
C 4.030 1.412 1.337
C 4.591 -0.852 0.651
N 5.442 -1.756 -0.077
C -10.296 -4.266 0.763
O 2.321 2.712 3.453
C 9.271 2.680 -3.922
F 3.781 3.372 0.069
P -1.626 -2.188 2.384
C 6.679 2.708 -5.971
C 3.380 -4.387 3.365
C -3.549 0.290 2.071
C -1.080 -0.403 2.454
H -9.345 0.684 0.614
C 5.831 3.194 1.229
C 1.980 1.778 2.779
C -2.072 0.589 2.285
C -1.727 1.952 2.310
H 3.843 3.460 2.062
H -8.358 -0.553 1.406
C 2.933 0.905 2.035
H 4.390 2.927 -2.206
H -10.383 -4.780 -0.195
H 6.699 2.224 -1.890
C 1.426 -0.907 2.777
C -3.773 4.441 0.633
H 6.598 3.433 -3.163
C -8.913 -1.046 -0.658
C 3.264 -2.871 1.354
C 6.587 1.410 -5.157
H 0.308 -3.267 1.207
O -2.690 2.922 2.152
H 6.000 4.203 1.589
C -9.417 -3.030 0.638
H -5.076 -1.783 -0.325
C 6.349 2.390 -2.914
H -9.326 -2.564 1.632
H -3.710 5.470 0.972
H 8.649 1.185 -2.518
C 0.554 1.380 2.629
H 4.378 -3.622 -1.485
H 3.491 -4.320 4.441
H -9.257 -0.486 -1.532
H -11.903 -2.527 -0.379
H -5.803 -0.988 1.091
H -11.297 -4.025 1.122
H 4.544 1.228 -2.646
H 6.348 3.578 -5.403
H -4.084 1.224 1.993
H 8.886 0.572 -4.127
H 2.204 -3.045 1.470
H -11.494 -1.002 -1.081
H -2.128 3.087 0.140
C 4.832 0.515 0.646
H -12.764 -0.978 1.159
H -8.413 -3.358 0.355
C 3.950 -3.482 2.558
H 4.447 -2.924 -3.134
C -11.259 -1.655 -0.238
H 4.953 -3.160 2.820
H -7.657 0.496 0.183
H 5.547 1.075 -5.170
H 6.040 2.632 -6.854
C -2.476 3.705 0.964
C 4.334 2.895 1.284
H 3.564 -3.305 0.406
C -0.413 2.353 2.495
Br -4.027 0.902 -0.674
H -9.853 -4.958 1.480
C 4.277 -2.720 -2.080
H -11.267 -1.458 1.949
Br -4.328 -0.628 3.608
H -4.607 -2.313 1.305
C -3.764 -0.461 0.718
C -8.560 -0.055 0.457
H -2.852 -0.965 0.428
C 5.253 -1.665 -1.542
H 4.405 2.468 -3.900
H 2.827 -5.244 2.989
H 10.271 2.609 -3.491
H 7.136 0.621 -5.677
O -1.096 -2.962 3.733
O 1.412 -1.890 3.463
C 4.836 2.240 -2.925
H 5.675 0.889 0.079
H 3.264 -2.324 -2.000
H 8.811 3.585 -3.524
H -1.697 4.451 1.137
N -9.879 -2.091 -0.368
C 3.496 -1.382 1.354
H -11.372 0.083 1.090
H -0.497 -1.961 0.268
H -4.021 4.377 -0.421
H 6.219 -1.841 -2.011
H -1.286 -3.499 0.409
H 4.902 -0.683 -1.858
C -4.907 -1.462 0.701
H 7.690 2.896 -6.329
*
```

Results
Largest force on an atom, eV/Å: 1.5
Kohn-Sham gap, eV: 7.4
SMILES: C=CCc1c(NCC)cc([C@@H](C)F)c2c1C(=O)c1c(cc(OCC)c([C@H](Br)[C@@H](C)Br)c1P(C)O)C2=O.CCN(CC)CC.CCN(CC)CC
E, eV: -206182.10812
LUMO, eV: -0.67

Atomic partial charges in e from the Mulliken method, atoms 1 to 4:
1 C -1.174
2 H 0.378
3 H 0.241
4 H 0.231

Below is 4 unconnected molecules or ions with the total composition C39H61IN7O2SSi, with properties calculated with the ωB97M-V functional and the def2-TZVPD basis.

```
! wB97M-V def2-TZVPD RIJCOSX def2/J DEFGRID3
* xyz 1 1
C -1.395 -1.434 -4.987
C -5.187 1.409 -0.614
H 0.586 -2.402 -0.579
H -2.951 -4.048 5.907
N -1.470 4.865 -4.656
H -4.721 -1.766 0.332
H -4.704 -2.593 -5.362
C 1.130 -1.315 -2.654
C 2.387 -0.119 0.310
S 2.044 1.832 -1.985
C -2.746 -1.799 4.379
C -2.678 -1.532 9.936
H -2.299 -3.190 -6.090
H 5.548 1.491 0.817
C 6.272 3.594 -6.092
C -0.593 0.651 -3.535
C 5.326 2.921 -7.082
C 4.259 2.064 -6.396
H 4.797 0.004 -2.714
C -2.108 2.989 -3.052
H -4.846 1.541 2.563
H 0.204 -0.251 0.581
C -0.301 -1.048 10.430
C 1.109 -2.484 -1.567
H 3.600 1.615 -7.144
H -2.035 2.816 1.427
C -0.785 3.093 -0.457
H -3.441 0.788 -3.156
N 5.401 0.138 -4.999
N -4.234 -0.852 -4.244
H -0.908 4.109 -0.919
C 0.117 -1.094 8.964
O -2.234 1.188 0.156
C -1.044 1.890 -2.653
C 3.460 0.850 0.971
H 5.912 2.304 -7.768
H -0.679 -0.734 8.307
H -1.149 -0.813 -0.860
H -0.353 -1.672 -5.298
C -2.115 2.610 0.315
H 0.947 -1.821 -3.633
H 2.782 -0.564 -0.641
H 0.379 -2.112 8.662
H 3.014 1.867 1.201
H 3.806 0.399 1.948
H 6.995 4.216 -6.622
H -2.784 3.263 -2.202
C -3.182 -0.085 -3.819
H 6.837 2.860 -5.513
H 2.206 -0.952 -2.674
I 0.606 1.123 -5.277
N -0.492 2.043 -1.468
H -5.643 2.340 -0.169
H -3.846 -3.315 7.232
H 2.918 -3.707 -1.572
H 6.336 -1.094 1.213
C 6.487 -2.202 -0.811
C 5.277 -0.521 -1.845
C 1.821 -3.710 -1.808
H -0.542 -0.016 10.698
N -3.590 -1.205 9.316
H 6.008 -2.258 -3.161
C -3.050 -1.890 5.833
C -1.237 4.228 -3.577
H -4.955 -0.287 2.492
C -4.292 0.600 2.300
N -2.515 -1.728 3.253
H -3.884 -1.342 -1.200
C -3.662 -3.255 6.157
H 4.610 1.903 -0.657
H -1.260 -2.995 10.501
H -4.878 1.601 -1.686
H 1.239 -4.600 -2.159
H 3.647 2.674 -5.727
H -2.126 -1.749 6.398
H 0.024 3.181 0.312
H 4.833 3.690 -7.682
C 5.934 -1.782 -2.154
H -0.323 4.545 -2.990
N 5.323 -0.116 -0.495
H 0.545 -1.352 11.051
H -6.040 0.662 -0.683
H 0.898 1.369 0.916
C -1.496 -1.955 10.737
H -2.851 -1.763 0.279
H 0.988 -0.457 8.797
C 0.089 -0.174 -2.318
C -3.796 -1.254 -0.071
H -3.318 0.481 2.855
H -5.710 -2.742 5.649
C -4.969 -3.510 5.414
C 4.760 1.091 0.104
H -1.748 -1.898 11.797
H -3.738 -1.087 6.105
C -2.511 -2.291 -5.453
H 7.083 -3.122 -0.604
H -2.307 4.465 -5.104
Si -3.829 0.601 0.443
C -1.752 -0.277 -4.106
H 5.721 4.232 -5.395
C -3.870 -1.920 -5.016
H -5.383 -4.479 5.696
H 2.272 -0.989 1.026
C 4.903 0.978 -5.608
H -4.820 -3.524 4.331
O -1.044 -0.921 -1.824
H -2.757 2.667 -3.907
C 0.521 0.950 -1.292
H 3.034 0.903 -2.189
C 6.088 -1.141 0.125
H -3.047 3.102 -0.079
C 0.931 0.519 0.172
*
```

Results
Largest force on an atom, eV/Å: 4.4
Kohn-Sham gap, eV: 5.2
E, eV: -82757.29835
LUMO, eV: -4.10

Atomic partial charges in e from the Mulliken method, atoms 1 to 4:
1 C -0.700
2 C -1.066
3 H 0.253
4 H 0.328

Below is a molecular structure, C39H62As2N4O12SSbSn, with properties calculated with the ωB97M-V functional and the def2-TZVPD basis.

```
! wB97M-V def2-TZVPD RIJCOSX def2/J DEFGRID3
* xyz -1 1
H -5.429 -2.184 -0.937
C 1.561 -5.411 -2.357
H -3.320 5.362 0.855
As 1.473 -0.155 -1.632
H -2.638 2.089 -3.757
H 2.050 -5.195 -1.402
O -0.724 1.385 -3.421
O -1.367 -1.736 2.784
H -1.378 2.451 -1.037
H -3.769 -2.886 1.557
H 1.666 1.942 -3.166
C 4.955 -3.285 -2.425
H 5.609 -0.115 3.115
C -0.051 -0.819 -2.725
O 4.781 -1.653 -5.494
H -7.091 -0.367 3.645
C -2.710 -3.800 3.945
C -3.951 -2.318 0.643
As 1.601 -2.112 -4.826
H -6.585 -1.674 2.579
C 0.635 -3.220 -2.480
H -3.121 -2.508 -0.043
H 0.560 6.099 2.494
C 2.178 3.089 1.063
H -5.042 0.897 3.223
C -1.347 1.949 3.278
H -1.286 3.217 -4.076
C -1.178 -5.321 2.800
H 2.188 -6.077 -2.950
H 3.853 0.873 -4.464
O 5.076 0.793 -2.751
H -4.575 -0.731 3.682
C 2.248 5.149 -0.310
C 2.889 4.333 0.821
H 0.972 2.353 -1.591
C 4.239 -0.008 -2.071
H -2.568 -4.276 4.918
C -1.333 7.150 0.969
H 0.075 -3.624 0.868
C -0.280 5.429 2.353
C -0.901 -2.866 2.614
H -0.622 1.795 4.076
C -5.065 0.565 -0.322
H -6.045 0.103 -0.191
C -6.519 -0.599 2.742
H 4.788 -2.570 -1.619
O 4.454 -0.125 -0.877
H -0.181 -5.406 2.382
H 4.037 -3.853 -2.591
H 3.921 4.082 0.567
H -1.642 1.882 -5.211
H 0.585 -0.220 -6.217
H -3.333 3.122 1.886
C 4.794 1.254 -4.077
H 0.605 -5.898 -2.148
H 2.782 -2.577 2.258
O 1.386 -4.238 -3.120
O 0.991 -1.940 1.434
H 4.901 -1.722 2.935
C -0.287 4.176 2.918
H -5.801 2.466 -1.076
C 0.355 -3.132 1.809
C 2.297 -1.679 1.858
H 2.306 4.606 -1.251
H 4.787 -0.542 1.610
H 2.855 -1.339 0.978
H -2.911 -2.743 4.083
H -1.236 -5.943 3.695
C -1.378 3.292 2.757
H -4.175 2.536 -0.377
H 1.387 0.474 -4.800
C -5.072 -0.148 2.902
H -1.742 0.918 -0.955
H 1.035 -3.776 2.375
C -5.266 -2.731 -0.008
H -1.886 -5.709 2.061
C 0.478 -2.097 -3.287
C 3.657 0.977 4.196
H -5.591 2.423 0.678
O 1.280 -0.102 3.370
C 4.770 -0.664 2.693
H 2.775 6.096 -0.417
H 4.760 2.344 -4.047
H -3.563 -4.269 3.448
H 2.718 2.064 -1.733
C 2.319 -0.567 2.898
Sb -3.711 -0.229 1.171
H 2.664 1.237 4.551
H 4.093 1.842 3.689
H 4.290 0.703 5.042
N 1.614 2.109 1.256
N 3.540 -0.141 3.278
Sn -0.598 0.415 1.530
C 1.732 1.760 -2.095
H 1.201 5.356 -0.094
C -5.163 2.087 -0.272
C -1.367 5.872 1.587
S -1.590 -0.964 -1.651
H -2.324 1.547 3.540
C 1.462 -0.286 -5.577
H 0.560 3.838 3.504
H -6.122 -2.557 0.645
O -1.753 1.801 -0.430
O 5.392 -2.656 -3.633
C -2.480 3.778 2.019
C 3.091 -0.676 -2.721
C 3.233 -1.534 -3.733
H -4.649 0.234 -1.276
C -0.771 0.037 -3.722
N -1.505 -3.952 3.148
H 2.893 4.904 1.752
O -1.271 -0.339 -4.757
H 5.599 0.931 -4.734
N -1.289 8.182 0.456
C -2.474 5.022 1.439
H 2.357 -0.106 -6.176
H 5.760 -3.960 -2.140
C 4.503 -1.917 -4.348
H -7.007 -0.096 1.904
H -5.246 -3.796 -0.255
C -1.627 2.185 -4.165
O 0.286 -3.436 -1.312
*
```

Results
Largest force on an atom, eV/Å: 1.1
Kohn-Sham gap, eV: 5.4
E, eV: -216859.07703
LUMO, eV: 1.93
Relative energy (zero: lowest compared OMol25 entry of this formula, charge and spin), kcal per mole: 34.8

Atomic partial charges in e from the Mulliken method, atoms 1 to 4:
1 H 0.308
2 C -0.775
3 H 0.489
4 As 1.931